I2NO | the ωB97M-V functional and the def2-TZVPD basis

```
4
Properties=species:S:1:pos:R:3:forces:R:3:nbo_charge:R:1
N -1.4952 -0.3085 0.1786 3.6496 -3.2661 -1.1142 0.245
O -0.7391 -1.1759 -0.0743 -3.2375 4.1008 1.0662 -0.110
I -0.6475 1.9784 -0.0328 -0.2843 -0.7754 0.0303 -0.175
I 2.8818 -0.4941 -0.0715 -0.1278 -0.0593 0.0177 -0.959
```
Positions in Å, forces in eV/Å.

Charge = -1
Electronic energy = -725.38972 a.u.
Gap between HOMO and LUMO (alpha / beta) = 5.08 / 5.02 eV
ΔE to the lowest compared entry with this formula, charge and spin = 43.31 kJ/mol

***

I2NO | the ωB97M-V functional and the def2-TZVPD basis

```
4
Properties=species:S:1:pos:R:3:forces:R:3:nbo_charge:R:1
N 0.0192 -0.8936 0.6299 -2.0633 2.1928 6.0245 0.051
O -0.6600 -0.4822 1.6019 2.9095 -2.0504 -5.1870 -0.254
I -0.9041 -1.2537 -1.1756 -0.7794 -0.0272 -0.8586 0.190
I 1.5449 2.6295 -1.0563 -0.0668 -0.1153 0.0212 -0.986
```
Positions in Å, forces in eV/Å.

Charge = -1
Electronic energy = -725.37560 a.u.
Gap between HOMO and LUMO = 5.09 eV
ΔE to the lowest compared entry with this formula, charge and spin = 80.38 kJ/mol

***

I2O3 | the ωB97M-V functional and the def2-TZVPD basis

```
5
Properties=species:S:1:pos:R:3:forces:R:3:nbo_charge:R:1
O 0.2869 -1.1028 0.3431 1.0710 0.0440 -0.7816 -0.453
O 1.3336 1.0798 -1.4453 -0.1028 0.2749 -0.9776 -0.974
O -0.9369 -0.8833 0.9307 -0.8597 -0.0363 0.9474 -0.410
I 1.4257 0.5449 0.2434 0.2093 -0.4363 1.1084 1.425
I -2.1093 0.3615 -0.0720 -0.3177 0.1538 -0.2965 0.412
```
Positions in Å, forces in eV/Å.

Charge = 0
Electronic energy = -820.84511 a.u.
Gap between HOMO and LUMO = 8.13 eV
ΔE to the lowest compared entry with this formula, charge and spin = 5.30 kJ/mol

***

I3OP | the ωB97M-V functional and the def2-TZVPD basis

```
5
Properties=species:S:1:pos:R:3:forces:R:3:nbo_charge:R:1
O -1.2856 -1.2381 -1.1484 0.5226 -0.2993 -0.8609 -0.970
P -2.3828 -1.2301 -0.2037 -0.2617 0.4210 0.8112 1.220
I -1.6939 0.4298 1.5066 -0.2156 -0.1099 0.0396 -0.251
I 3.1423 0.1697 0.8582 -0.1986 0.3178 -0.3492 -0.003
I 2.2199 1.8686 -1.0128 0.1533 -0.3296 0.3592 0.004
```
Positions in Å, forces in eV/Å.

Charge = 0
Electronic energy = -1309.71110 a.u.
Structure (SMILES) = O=PI.II
Gap between HOMO and LUMO = 7.61 eV
ΔE to the lowest compared entry with this formula, charge and spin = 94.63 kJ/mol

***

I3V | the ωB97M-V functional and the def2-TZVPD basis

```
4
Properties=species:S:1:pos:R:3:forces:R:3:mulliken_spin:R:1
V 0.0797 0.0365 0.0149 -0.2307 -0.0613 0.0611 2.351
I 1.3888 -2.1730 -0.5689 -0.5707 0.9866 0.3371 -0.114
I -0.6258 0.6669 2.4977 0.3988 -0.3614 -1.1906 -0.110
I -0.8427 1.4697 -1.9437 0.4026 -0.5639 0.7924 -0.127
```
Positions in Å, forces in eV/Å.

Charge = 0
Electronic energy = -1837.13675 a.u.
Spin multiplicity = 3
Gap between HOMO and LUMO (alpha / beta) = 6.67 / 8.50 eV
ΔE to the lowest compared entry with this formula, charge and spin = 4.10 kJ/mol

***

ILi2 | the ωB97M-V functional and the def2-TZVPD basis

```
3
Properties=species:S:1:pos:R:3:forces:R:3:nbo_charge:R:1
Li 1.5032 0.1822 -0.1937 5.0380 -0.5908 0.6940 0.921
Li -1.0477 -0.6966 0.7721 -2.8271 -4.9106 5.4711 0.917
I -0.4555 0.5144 -0.5784 -2.2109 5.5014 -6.1651 -0.838
```
Positions in Å, forces in eV/Å.

Charge = +1
Electronic energy = -312.51734 a.u.
Gap between HOMO and LUMO = 10.17 eV
ΔE to the lowest compared entry with this formula, charge and spin = 266.79 kJ/mol

***

INO3 | the ωB97M-V functional and the def2-TZVPD basis

```
5
Properties=species:S:1:pos:R:3:forces:R:3:nbo_charge:R:1
N 0.1670 0.0195 -0.4009 -2.5238 1.4975 4.0869 0.725
O -0.2645 1.0822 -0.6223 1.1197 -0.9835 -1.4612 -0.206
O 0.7322 -0.9224 -0.7045 0.9197 -0.8046 -1.3426 -0.168
O -0.5152 -0.2925 1.5644 1.1595 -0.6643 -2.0762 -0.870
I -1.2664 1.3642 1.9764 -0.6751 0.9548 0.7931 0.518
```
Positions in Å, forces in eV/Å.

Charge = 0
Electronic energy = -577.94079 a.u.
Gap between HOMO and LUMO (alpha / beta) = 7.56 / 7.25 eV
ΔE to the lowest compared entry with this formula, charge and spin = 157.62 kJ/mol

***

IO2S | the ωB97M-V functional and the def2-TZVPD basis

```
4
Properties=species:S:1:pos:R:3:forces:R:3:nbo_charge:R:1
O -0.5705 -1.5845 0.3729 0.3266 1.6752 -0.5712 -0.929
O -1.4333 1.8866 -0.0733 1.4380 -2.3679 -0.0685 -0.693
S -0.1680 -0.3432 -0.3976 -2.4573 0.3726 0.3208 0.824
I 2.1719 0.0411 0.0980 0.6928 0.3200 0.3189 -0.202
```
Positions in Å, forces in eV/Å.

Charge = -1
Electronic energy = -846.24129 a.u.
Gap between HOMO and LUMO (alpha / beta) = 6.55 / 6.56 eV
ΔE to the lowest compared entry with this formula, charge and spin = 574.46 kJ/mol

***

IO6V3 | the ωB97M-V functional and the def2-TZVPD basis

```
10
Properties=species:S:1:pos:R:3:forces:R:3:mulliken_charge:R:1
O 0.2706 -2.4582 0.3403 -0.3060 -0.6305 0.1490 -0.450
V 0.1224 -1.5368 1.5845 5.1170 -9.1124 7.0705 1.160
O 1.6394 -1.2058 1.9692 -2.6630 -0.1210 -0.4242 -0.361
O -2.1011 -1.6073 -1.5434 -0.6209 0.8428 0.0635 -0.424
V -1.0690 -0.4464 -1.5502 -4.2347 -2.7705 -14.8772 1.285
O -1.3754 0.8855 -2.3937 -0.3681 -2.3235 1.5900 -0.456
O 1.9719 1.3719 1.0782 1.0767 0.6707 -1.2644 -0.504
V 0.5850 2.0172 0.7564 2.3890 10.9123 4.1282 1.275
O 0.2391 2.8590 -0.5285 1.6573 -0.8440 -0.0688 -0.452
I -0.2830 0.1209 0.2871 -2.0473 3.3761 3.6334 0.927
```
Positions in Å, forces in eV/Å.

Charge = +2
Electronic energy = -3580.00256 a.u.
Gap between HOMO and LUMO = 8.26 eV
ΔE to the lowest compared entry with this formula, charge and spin = 932.09 kJ/mol

***

LiO16S4Sr4 | the ωB97M-V functional and the def2-TZVPD basis

```
25
Properties=species:S:1:pos:R:3:forces:R:3:mulliken_spin:R:1
Sr -0.9590 1.3785 1.2300 -0.6506 0.6544 0.5138 -0.002
Sr 0.4594 -2.3797 -0.1201 0.6184 -1.1156 2.2381 0.000
Sr 0.8288 3.1354 -2.5518 -1.4080 1.9175 -0.4098 0.000
Sr 4.3673 -0.6089 -1.1692 -0.0186 -0.6267 2.7044 0.000
Li -2.0661 -0.5221 -2.1433 -0.5488 0.9456 0.0130 0.000
S 3.1502 -1.9162 1.9688 2.2805 -0.2360 4.3751 0.000
O 3.6321 -1.6375 3.2723 -0.7789 0.1615 2.2615 0.000
O 1.6769 -2.0150 1.8619 -2.6820 -0.4841 -1.3979 0.000
O 3.4871 -0.6837 1.2463 1.3997 2.4474 -5.3595 0.000
O 3.8120 -3.1166 1.5293 -0.1223 -1.1838 -3.3000 0.000
S 0.8544 0.3365 -1.5861 0.4524 0.7001 -1.0810 0.001
O 0.6068 1.5275 -0.7521 -0.0192 -0.5136 0.8342 0.000
O 1.1690 0.8722 -2.9111 0.0524 -0.7406 -0.7893 0.000
O 2.0230 -0.3798 -1.0689 0.3685 -0.9523 0.0631 0.000
O -0.2441 -0.6378 -1.5923 -0.1678 0.0523 -0.2926 0.001
S -2.2354 -1.3327 2.1417 -2.2711 0.5067 3.5194 -0.091
O -3.5859 -1.6703 1.5645 1.0710 -0.3240 1.0485 0.579
O -1.3774 -1.0294 1.0164 2.8724 -1.1700 -3.6629 -0.003
O -2.1947 -0.0573 2.8669 -0.7499 -0.3593 0.2716 0.075
O -1.8516 -2.4750 3.0044 -0.6678 0.8505 -1.7723 0.440
S -2.3447 2.6559 -1.5675 -9.4843 0.2599 -1.2301 0.000
O -2.1920 1.2230 -1.6987 0.4675 -4.3698 -0.7911 0.000
O -3.7391 3.0813 -1.7560 2.3852 -0.9447 0.6479 0.000
O -1.7757 2.9381 -0.3219 2.2936 1.6367 7.4185 0.000
O -1.5014 3.3134 -2.4636 5.3077 2.8880 -5.8229 0.000
```
Positions in Å, forces in eV/Å.

Charge = +2
Electronic energy = -2926.80387 a.u.
Spin multiplicity = 2
Gap between HOMO and LUMO (alpha / beta) = 4.95 / 3.88 eV